{
  "formula": "C14H50O11",
  "method": "wB97M-V/def2-TZVPD",
  "de_lowest_kj_mol": 125.0,
  "multiplicity": 2,
  "lumo_energy_ev": [-2.5, -9.4],
  "total_energy_ha": -1390.5234,
  "gap_ha": [0.3659, 0.1145],
  "max_force_ev_per_a": 3.54,
  "s_squared": 0.75,
  "charge": 1,
  "symbols": ["C", "O", "H", "H", "H", "H", "C", "O", "H", "H", "H", "H", "O", "H", "H", "O", "H", "H", "O", "H", "H", "C", "C", "O", "H", "H", "H", "H", "H", "H", "C", "C", "O", "H", "H", "H", "H", "H", "H", "C", "C", "O", "H", "H", "H", "H", "H", "H", "C", "C", "O", "H", "H", "H", "H", "H", "H", "C", "C", "O", "H", "H", "H", "H", "H", "H", "C", "C", "O", "H", "H", "H", "H", "H", "H"],
  "xyz": [[2.8500, 3.0982, 3.0268], [2.6502, 3.9129, 4.1981], [2.8089, 3.7528, 2.1562], [3.8494, 2.6635, 3.0439], [2.1700, 2.2482, 2.9702], [2.4622, 3.3915, 4.9820], [-4.0070, 0.0499, -1.1545], [-4.5406, -1.2241, -1.3427], [-3.7864, 0.2034, -0.0982], [-3.0284, 0.1152, -1.6300], [-4.5808, 0.8805, -1.5657], [-4.5994, -1.4020, -2.2843], [1.8208, -0.2975, 4.0618], [2.2997, -0.4890, 3.2555], [2.3202, 0.4063, 4.4760], [-0.2786, -1.2394, -2.6741], [-0.0884, -0.3217, -2.8689], [-0.7042, -1.5695, -3.4653], [-0.8220, -0.6825, 4.6959], [-0.9142, 0.0924, 5.2502], [0.1229, -0.7854, 4.5825], [-0.9907, -3.6638, 2.9618], [-0.5798, -4.8509, 2.1073], [0.2119, -5.7945, 2.7709], [-1.8646, -3.0845, 2.6639], [-0.3064, -2.8167, 3.0100], [-1.2814, -3.9735, 3.9656], [0.0453, -4.4382, 1.3154], [-1.4140, -5.2379, 1.5222], [-0.3069, -6.2525, 3.4362], [-0.2052, 1.0112, 0.6501], [0.0731, -0.4716, 0.9725], [0.9502, -0.7884, -0.1667], [-0.7966, 1.2759, 1.5266], [-0.8372, 0.9532, -0.2361], [0.7285, 1.5417, 0.4635], [-0.8757, -1.0055, 0.9191], [0.4286, -0.8373, 1.9358], [0.4418, -1.0519, -0.9373], [1.8306, 3.1321, -3.8546], [1.1651, 2.0376, -3.0148], [-0.0871, 1.6125, -3.6735], [1.0965, 3.8439, -4.2322], [2.4042, 2.7435, -4.6960], [2.5489, 3.7055, -3.2686], [0.8692, 2.5194, -2.0829], [1.8900, 1.3167, -2.6368], [-0.7624, 2.2877, -3.5753], [-1.9170, -4.0655, -1.2275], [-2.0675, -4.1336, -2.6869], [-2.9968, -5.1321, -3.0896], [-1.3573, -3.2021, -0.8679], [-1.4942, -4.9436, -0.7393], [-2.9153, -4.0312, -0.7913], [-1.1027, -4.4931, -3.0445], [-2.3478, -3.1305, -3.0085], [-3.2552, -4.9987, -4.0045], [5.2920, 0.0726, 0.0714], [4.4260, 0.6461, 1.1733], [3.4139, -0.2905, 1.4331], [5.9619, 0.8648, -0.2630], [4.7824, -0.2635, -0.8315], [5.8437, -0.8432, 0.2835], [3.9807, 1.5661, 0.7946], [5.0262, 0.7887, 2.0720], [2.9063, -0.3629, 0.6215], [-3.0190, 4.9773, -1.0986], [-1.8676, 4.1000, -1.5031], [-2.0548, 3.2943, -2.6678], [-3.1149, 5.8541, -1.7389], [-2.9908, 5.3204, -0.0644], [-3.9000, 4.3367, -1.1380], [-1.7327, 3.4716, -0.6228], [-0.9295, 4.6543, -1.5345], [-2.9501, 3.4267, -2.9880]],
  "forces_ev_per_angstrom": [[0.59, 0.20, 1.11], [-0.15, -0.06, -0.86], [-0.32, -0.07, 0.09], [0.20, 0.04, 0.02], [-0.44, 0.17, -0.19], [0.07, -0.21, -0.13], [1.19, 0.37, -0.14], [-0.41, -0.35, 0.15], [-0.54, -0.01, 0.13], [0.36, 0.09, -0.30], [-0.43, -0.06, 0.19], [-0.10, -0.03, -0.04], [-0.20, 0.00, 0.05], [0.55, -0.12, -0.47], [0.14, 0.10, 0.22], [0.40, -0.05, 1.13], [-0.12, 0.93, -0.69], [-0.11, -0.32, -0.12], [-0.68, -0.13, -0.30], [-0.11, 0.14, 0.18], [0.53, 0.02, 0.04], [-0.90, 0.68, 0.60], [0.24, 1.38, -0.94], [0.02, -0.15, -0.01], [-0.57, -0.60, -0.70], [0.89, -0.55, 0.40], [0.40, 0.04, 0.19], [0.40, -0.16, -0.12], [-0.34, -0.56, 0.54], [-0.12, -0.03, 0.08], [0.13, -0.19, -0.66], [0.00, -2.43, -0.96], [-0.20, 0.51, 3.49], [0.13, 0.44, 0.20], [-0.01, 0.63, -0.01], [-0.37, 0.33, 0.39], [-0.19, -0.03, -0.80], [1.24, 0.95, -0.08], [-1.28, -0.62, -1.97], [0.50, -0.24, -0.01], [-1.53, 2.39, -0.26], [2.33, -1.85, 0.57], [-0.10, -0.15, 0.04], [-0.25, -0.16, -0.10], [0.01, -0.03, 0.24], [-0.26, 0.23, 0.28], [-0.42, -1.04, -0.96], [-0.11, 0.51, 0.48], [-1.10, -0.59, 2.20], [0.85, -0.82, -0.91], [-0.44, 0.28, 0.61], [0.02, 0.13, -0.30], [0.33, -0.17, -0.49], [-0.16, 0.42, 0.17], [0.32, 0.74, -0.71], [0.02, 0.00, -0.56], [0.12, 0.04, -0.04], [0.87, 0.20, -0.77], [0.77, -0.77, -1.27], [-1.38, -0.39, 0.99], [0.38, -0.20, -0.03], [-0.80, 0.48, -0.04], [0.24, 0.30, 0.80], [0.13, 0.39, 0.39], [-0.30, 0.17, 0.01], [0.13, -0.23, -0.03], [-0.56, 0.10, -0.59], [0.66, -0.06, 1.44], [0.02, 0.50, 0.30], [-0.27, -0.09, -0.06], [0.48, -0.05, -0.04], [-0.41, 0.26, -0.20], [0.14, -0.76, -0.09], [0.02, 0.12, -0.67], [-0.12, 0.04, -0.11]]
}


{
  "formula": "C4H8S2",
  "method": "wB97M-V/def2-TZVPD",
  "de_lowest_kj_mol": 181.4,
  "lumo_energy_ev": -0.3,
  "total_energy_ha": -953.5175,
  "gap_ha": 0.3105,
  "max_force_ev_per_a": 6.61,
  "symbols": ["C", "C", "S", "C", "C", "S", "H", "H", "H", "H", "H", "H", "H", "H"],
  "xyz": [[0.6270, -0.9725, -1.0345], [1.0704, 0.1005, -0.0885], [2.6259, 0.3557, 0.3823], [-0.1955, 0.7289, 0.7613], [-1.2668, -0.3353, 0.8932], [-0.6182, 2.1283, -0.3405], [1.5536, -1.3071, -1.6356], [0.0061, -0.5900, -1.8675], [0.2240, -1.7223, -0.5118], [0.2627, 1.2560, 1.5925], [-2.0417, -0.1125, 1.6748], [-1.9094, -0.2965, 0.0852], [-0.8721, -1.2807, 1.1599], [0.5341, 2.0475, -1.0707]],
  "forces_ev_per_angstrom": [[3.92, 3.10, -4.32], [-0.82, -0.17, 2.59], [-1.33, 0.08, -0.61], [2.88, -0.26, -2.16], [-0.84, 1.97, 2.95], [-0.09, 0.18, -0.69], [-1.27, 0.10, 1.26], [-0.39, -0.12, 0.85], [-1.68, -2.96, 1.61], [-0.37, -0.80, 0.63], [1.02, 0.17, -0.04], [-0.73, -0.61, -2.31], [0.32, -0.97, -0.05], [-0.64, 0.28, 0.30]]
}


{
  "formula": "C28H29FN4O5Ti",
  "method": "wB97M-V/def2-TZVPD",
  "de_lowest_kj_mol": 9.6,
  "multiplicity": 2,
  "lumo_energy_ev": [-3.3, -3.3],
  "total_energy_ha": -2628.8044,
  "gap_ha": [0.1919, 0.3042],
  "max_force_ev_per_a": 5.47,
  "s_squared": 0.77,
  "charge": 1,
  "symbols": ["Ti", "C", "N", "C", "C", "C", "C", "C", "C", "C", "C", "H", "H", "H", "H", "H", "H", "H", "H", "H", "H", "H", "H", "C", "C", "C", "C", "C", "C", "C", "F", "C", "C", "C", "O", "C", "C", "N", "C", "C", "O", "O", "H", "H", "H", "H", "H", "H", "H", "H", "H", "H", "H", "N", "C", "C", "C", "C", "C", "N", "H", "H", "H", "H", "H", "H", "O", "O"],
  "xyz": [[-0.2561, 0.5457, -1.6961], [-2.8862, 0.3615, 0.0541], [-2.5113, 0.4983, -1.3621], [-3.0913, 1.7714, -1.8379], [-3.1444, -0.6048, -2.1057], [-2.6994, -0.8276, -3.5371], [-3.3954, -1.7913, -4.2677], [-3.0200, -2.1355, -5.5523], [-1.9282, -1.5212, -6.1438], [-1.2366, -0.5455, -5.4550], [-1.6174, -0.1940, -4.1590], [-3.9680, 0.4975, 0.1793], [-2.3716, 1.1183, 0.6516], [-2.6297, -0.6319, 0.4233], [-4.1795, 1.7577, -1.6913], [-2.8812, 1.9221, -2.8969], [-2.6704, 2.6102, -1.2804], [-4.2378, -0.4558, -2.0990], [-2.9505, -1.5427, -1.5657], [-4.2500, -2.2756, -3.8151], [-3.5806, -2.8836, -6.0906], [-1.6291, -1.7974, -7.1408], [-0.3912, -0.0408, -5.8975], [1.3006, 4.0480, 4.5123], [2.3002, 2.9323, 4.2140], [2.3135, 1.9474, 5.3843], [3.3595, 0.8704, 5.1459], [3.0828, 0.1999, 3.8355], [3.4651, -1.1265, 3.6518], [3.1892, -1.7599, 2.4540], [3.5412, -3.0488, 2.2967], [2.5267, -1.1214, 1.4297], [2.1193, 0.2098, 1.6055], [1.3422, 0.8505, 0.5921], [0.8934, 0.1633, -0.4350], [0.9658, 2.2046, 0.8102], [1.3380, 2.8276, 1.9747], [1.9932, 2.2090, 2.9739], [2.4117, 0.8857, 2.8198], [0.0671, 2.9278, -0.1379], [-0.3371, 4.0471, 0.0989], [-0.3249, 2.2384, -1.1813], [1.4500, 4.3861, 5.5347], [0.2801, 3.6831, 4.4243], [1.4280, 4.9096, 3.8652], [3.3043, 3.3651, 4.1027], [1.3265, 1.4891, 5.4812], [2.5272, 2.4827, 6.3093], [3.3485, 0.1319, 5.9490], [4.3585, 1.3160, 5.1258], [3.9672, -1.6552, 4.4471], [2.3296, -1.6201, 0.4920], [1.0588, 3.8601, 2.1071], [-0.7567, -1.8316, 0.6011], [-0.3114, -2.4512, -0.5444], [0.0144, -3.8138, -0.5066], [0.5067, -4.4230, -1.6361], [0.6468, -3.6551, -2.7893], [0.2414, -2.3384, -2.7678], [-0.2492, -1.7234, -1.6765], [-0.5886, -2.3536, 1.4505], [-0.4811, -0.8565, 0.6693], [-0.1031, -4.3522, 0.4210], [0.7926, -5.4628, -1.6168], [1.0527, -4.0807, -3.6906], [0.3344, -1.7381, -3.6651], [-0.9419, 0.8357, -3.5102], [0.4424, 0.5559, -3.3364]],
  "forces_ev_per_angstrom": [[-3.55, -1.42, -0.53], [-0.22, -0.16, 0.34], [-0.27, -0.25, 0.12], [-0.10, 0.45, -0.14], [-0.18, -0.43, -0.02], [0.39, 0.46, 0.11], [0.10, 0.14, -0.11], [-0.10, -0.05, 0.16], [0.04, 0.07, 0.11], [0.09, 0.35, 0.32], [-0.80, -0.86, -0.75], [0.07, 0.09, -0.02], [-0.04, 0.02, -0.07], [-0.04, 0.23, -0.11], [0.12, -0.06, -0.02], [-0.03, 0.00, 0.14], [-0.05, -0.16, -0.10], [0.20, -0.03, 0.03], [-0.01, 0.26, -0.03], [-0.04, -0.03, 0.08], [-0.04, -0.08, -0.05], [0.08, 0.02, -0.15], [0.08, 0.07, -0.04], [0.19, -0.07, -0.19], [0.07, 0.42, 0.94], [0.33, -0.07, -0.16], [-0.11, 0.12, 0.10], [0.30, -0.53, 0.20], [-0.20, 0.58, -0.05], [-0.27, -0.09, -0.46], [0.01, 0.26, 0.05], [0.21, -0.03, 0.26], [0.26, -0.32, 0.26], [-0.35, 0.28, -0.06], [3.44, 0.09, 4.26], [-0.01, -0.56, -0.59], [0.16, -0.40, 0.26], [-0.34, 0.27, -0.71], [-0.13, -0.43, -0.67], [-0.20, 1.04, 0.89], [0.23, -0.19, -0.03], [0.28, 2.17, 0.64], [0.05, 0.01, 0.02], [-0.14, -0.03, 0.00], [-0.05, 0.12, -0.07], [-0.11, -0.09, 0.04], [-0.07, 0.04, 0.02], [-0.04, 0.07, -0.09], [0.04, 0.03, -0.05], [-0.01, 0.01, 0.05], [0.05, -0.09, 0.04], [-0.02, -0.09, 0.02], [-0.07, 0.03, 0.09], [0.10, 0.11, 0.16], [-0.09, -0.19, -0.18], [0.02, 0.12, -0.08], [-0.10, 0.37, 0.04], [-0.12, 0.01, -0.02], [0.23, -0.47, -0.28], [0.12, -0.63, 0.05], [-0.02, 0.11, -0.09], [-0.10, -0.45, 0.14], [0.02, -0.07, 0.09], [0.02, -0.11, -0.02], [0.03, 0.00, -0.15], [-0.03, -0.05, 0.20], [-1.36, 0.53, -1.76], [2.08, -0.43, -2.42]]
}


{
  "formula": "C2H9N4O",
  "method": "wB97M-V/def2-TZVPD",
  "de_lowest_kj_mol": 194.0,
  "lumo_energy_ev": -3.0,
  "total_energy_ha": -375.6236,
  "gap_ha": 0.4046,
  "max_force_ev_per_a": 4.91,
  "charge": 1,
  "symbols": ["C", "C", "N", "N", "N", "N", "O", "H", "H", "H", "H", "H", "H", "H", "H", "H"],
  "xyz": [[-1.3135, 0.1296, -0.0894], [0.9729, 0.5444, -0.8750], [-2.2703, -0.8117, -0.2074], [-1.3811, 1.1010, 0.7643], [1.1427, 1.5285, -0.1030], [-0.2270, -0.0516, -0.8853], [1.7392, -0.9958, 0.5389], [1.7870, 0.2520, -1.5844], [-3.1867, -0.5725, 0.1597], [-2.1809, -1.7987, -0.5040], [-1.9865, 1.1005, 1.5605], [2.0859, -0.4832, 1.1747], [-0.5667, 1.8522, 0.6120], [2.0455, 1.9906, 0.0875], [-0.4424, -0.6562, -1.7237], [1.8766, -1.9156, 0.5521]],
  "forces_ev_per_angstrom": [[0.56, -1.72, -0.25], [3.29, 2.62, -0.17], [-1.08, -0.27, 0.26], [2.13, 2.46, -0.60], [-0.38, 1.31, 1.27], [-2.79, -2.25, -3.00], [-2.49, -1.65, -3.88], [-1.26, -0.44, 0.40], [0.31, -0.17, -0.06], [0.47, 1.30, 0.16], [-0.37, 0.00, 0.11], [2.27, 2.01, 3.86], [-1.43, -1.88, 0.63], [-0.56, -0.73, -1.06], [0.51, 0.92, 1.48], [0.82, -1.50, 0.86]]
}